Here is C29H26IrN4O4SSi as an isolated structure in a non-equilibrium geometry from OMol25. Energies are from ωB97M-V/def2-TZVPD.

⟨S²⟩: 0.76
2S+1: 2
HOMO level (spin up / spin down) (eV): -14.17 / -14.16
Energy relative to the best compared isomer or geometry (same formula, charge and spin) (kJ/mol): 112.64
Charge: +2
LUMO energy (spin up / spin down) (eV): -6.97 / -8.22

Positions of all 66 atoms, in Å:
Ir  -0.015  1.150  0.010
O  3.520  0.641  2.064
C  2.327  0.759  1.590
O  2.088  0.999  0.388
C  1.200  0.634  2.560
C  1.213  0.436  3.928
C  -0.016  0.444  4.592
C  -1.212  0.651  3.916
C  -1.159  0.823  2.540
N  0.016  0.794  1.941
C  -2.314  1.088  1.595
O  -3.441  1.080  1.969
O  -1.931  1.351  0.312
H  4.202  0.691  1.372
H  2.143  0.296  4.461
H  -0.036  0.297  5.664
H  -2.163  0.672  4.431
C  -0.300  6.545  -0.091
C  0.752  5.463  -0.343
C  0.238  4.350  -1.190
N  0.349  3.095  -0.944
N  -0.204  2.232  -1.855
C  -0.816  2.879  -2.821
N  -1.460  2.287  -3.824
S  -0.633  4.605  -2.676
H  0.103  7.301  0.579
H  -1.198  6.127  0.364
H  -0.583  7.047  -1.017
H  1.105  5.024  0.591
H  1.624  5.893  -0.842
H  -1.586  1.286  -3.813
H  -1.955  2.821  -4.518
C  3.943  -3.253  1.324
C  2.714  -3.634  1.842
C  1.545  -3.046  1.371
C  1.594  -2.067  0.372
C  2.842  -1.720  -0.168
C  4.004  -2.303  0.305
Si  0.059  -1.328  -0.389
C  0.071  -1.622  -2.227
C  0.251  -0.739  -3.288
C  0.242  -1.196  -4.600
C  0.042  -2.543  -4.872
C  -0.127  -3.440  -3.826
C  -0.106  -2.985  -2.517
C  -1.568  -1.786  0.387
C  -2.666  -1.972  -0.458
C  -3.905  -2.319  0.063
C  -4.065  -2.471  1.431
C  -2.990  -2.276  2.286
C  -1.750  -1.928  1.770
H  4.851  -3.715  1.687
H  2.651  -4.404  2.600
H  0.606  -3.408  1.761
H  2.915  -1.024  -0.997
H  4.955  -2.043  -0.144
H  0.457  0.307  -3.103
H  0.411  -0.500  -5.412
H  0.033  -2.897  -5.894
H  -0.270  -4.493  -4.027
H  -0.231  -3.708  -1.716
H  -2.549  -1.857  -1.529
H  -4.745  -2.470  -0.602
H  -5.032  -2.741  1.835
H  -3.118  -2.401  3.354
H  -0.921  -1.778  2.450

Formally, the natural (NBO) partial charges of the atoms, in units of the elementary charge, are as follows:
1. Ir 1.09
2. O -0.59
3. C 0.82
4. O -0.59
5. C 0.12
6. C -0.16
7. C -0.13
8. C -0.15
9. C 0.12
10. N -0.39
11. C 0.75
12. O -0.47
13. O -0.65
14. H 0.54
15. H 0.27
16. H 0.26
17. H 0.28
18. C -0.60
19. C -0.46
20. C 0.15
21. N -0.34
22. N -0.41
23. C 0.29
24. N -0.75
25. S 0.47
26. H 0.25
27. H 0.22
28. H 0.22
29. H 0.24
30. H 0.26
31. H 0.44
32. H 0.43
33. C -0.17
34. C -0.19
35. C -0.19
36. C -0.62
37. C -0.13
38. C -0.24
39. Si 1.66
40. C -0.56
41. C -0.24
42. C -0.16
43. C -0.19
44. C -0.18
45. C -0.20
46. C -0.61
47. C -0.10
48. C -0.21
49. C -0.15
50. C -0.20
51. C -0.22
52. H 0.24
53. H 0.24
54. H 0.23
55. H 0.21
56. H 0.23
57. H 0.20
58. H 0.22
59. H 0.24
60. H 0.24
61. H 0.22
62. H 0.22
63. H 0.24
64. H 0.24
65. H 0.23
66. H 0.20

=====

Here is one molecule with the formula C15H22N2O3 in a non-equilibrium geometry from OMol25. Energies are from ωB97M-V/def2-TZVPD.

HOMO level (eV): -8.89
Energy relative to the best compared isomer or geometry (same formula, charge and spin) (kJ/mol): 767.42
SMILES: CC(C)C[C@H](N)C(=O)N[C@@H](Cc1ccccc1)C(=O)O
LUMO energy (eV): 0.45

Positions of all 42 atoms, in Å:
C  2.317  0.760  -0.441
C  1.584  1.796  0.344
C  3.368  0.017  0.436
C  3.585  -1.267  -0.286
C  4.935  -1.388  -1.058
C  2.960  -2.716  0.436
C  -0.812  0.959  0.887
C  -0.387  -0.439  1.277
C  -1.421  0.909  -0.600
C  -2.732  0.183  -0.693
C  -3.931  1.038  -0.500
C  -2.927  -1.149  -0.648
C  -5.210  0.477  -0.307
C  -4.239  -1.735  -0.851
C  -5.319  -0.948  -0.326
H  3.617  0.600  -2.047
H  2.867  2.241  -1.881
H  1.450  -0.127  -0.336
H  3.103  -0.013  1.618
H  4.343  0.599  0.270
H  2.796  -1.250  -1.147
H  4.908  -0.854  -2.072
H  4.932  -2.442  -1.608
H  5.922  -1.276  -0.618
H  2.958  -3.708  -0.087
H  3.368  -2.761  1.506
H  1.762  -2.199  0.413
H  -0.023  2.905  1.143
H  -1.398  1.238  1.699
H  -0.697  0.535  -1.313
H  -1.612  1.939  -1.138
H  -3.816  2.128  -0.628
H  -2.204  -1.902  -0.884
H  -6.155  1.057  0.189
H  -4.284  -2.823  -1.162
H  -6.392  -1.270  -0.162
H  -0.056  -1.338  2.940
N  2.623  1.176  -1.828
N  0.354  1.959  0.913
O  2.253  2.840  0.124
O  -0.514  -1.398  0.509
O  -0.095  -0.468  2.578

Formally, the natural (NBO) partial charges of the atoms, in units of the elementary charge, are as follows:
1. C -0.09
2. C 0.64
3. C -0.45
4. C -0.23
5. C -0.64
6. C -0.62
7. C -0.13
8. C 0.79
9. C -0.44
10. C -0.04
11. C -0.21
12. C -0.21
13. C -0.23
14. C -0.19
15. C -0.23
16. H 0.37
17. H 0.41
18. H 0.16
19. H 0.24
20. H 0.23
21. H 0.21
22. H 0.20
23. H 0.21
24. H 0.22
25. H 0.23
26. H 0.20
27. H 0.21
28. H 0.43
29. H 0.23
30. H 0.25
31. H 0.23
32. H 0.21
33. H 0.23
34. H 0.23
35. H 0.22
36. H 0.22
37. H 0.50
38. N -0.85
39. N -0.60
40. O -0.66
41. O -0.58
42. O -0.67

=====

Here is a 5-piece molecular cluster, C40H53ClN2O8S8 overall in a non-equilibrium geometry from OMol25. Energies are from ωB97M-V/def2-TZVPD.

HOMO level (eV): -8.27
SMILES: C#CN1c2c(ccc(-c3cccnc3)c2S)Sc2c(CCCCl)c(S)c(CC)c(S)c21.O=S1(=O)CCCC1.O=S1(=O)CCCC1.O=S1(=O)CCCC1.O=S1(=O)CCCC1
LUMO energy (eV): 0.02

Positions of all 112 atoms, in Å:
C  4.916  -4.975  -2.958
C  4.142  -4.055  -2.826
N  3.435  -2.944  -2.340
C  3.890  -1.704  -2.914
C  3.308  -1.007  -3.998
C  3.885  0.194  -4.494
C  5.067  0.749  -3.957
C  5.670  0.069  -2.847
C  6.943  0.676  -2.273
C  6.964  2.073  -1.907
C  8.217  2.493  -1.377
C  9.339  1.656  -1.188
N  9.303  0.363  -1.548
C  8.149  -0.045  -2.067
C  5.088  -1.140  -2.342
S  5.878  -2.021  -0.965
S  1.825  -1.665  -4.789
C  1.151  -2.706  -3.468
C  -0.236  -3.027  -3.480
C  -1.213  -2.496  -4.555
C  -2.201  -1.487  -3.885
C  -1.565  -0.053  -3.821
Cl  -2.458  0.874  -2.537
C  -0.800  -3.876  -2.458
S  -2.555  -4.355  -2.464
C  0.045  -4.354  -1.414
C  -0.497  -5.281  -0.292
C  0.018  -6.761  -0.543
C  1.424  -3.995  -1.428
S  2.501  -4.610  -0.095
C  2.015  -3.175  -2.445
H  5.679  -5.734  -3.090
H  3.431  0.713  -5.354
H  5.548  1.657  -4.342
H  6.105  2.741  -2.049
H  8.314  3.553  -1.073
H  10.265  2.055  -0.740
H  8.125  -1.103  -2.389
H  7.006  -2.550  -1.530
H  -1.780  -3.374  -4.935
H  -0.696  -2.042  -5.430
H  -2.443  -1.750  -2.840
H  -3.160  -1.428  -4.439
H  -1.603  0.433  -4.812
H  -0.513  -0.099  -3.477
H  -2.723  -5.115  -3.595
H  -0.043  -4.931  0.655
H  -1.601  -5.264  -0.249
H  0.524  -6.864  -1.525
H  -0.859  -7.452  -0.559
H  0.656  -7.120  0.290
H  1.925  -4.126  1.053
C  -4.375  3.404  0.375
C  -2.852  3.335  0.240
C  -2.267  4.531  0.995
S  -3.440  4.922  2.294
O  -4.004  6.225  2.033
O  -2.864  4.581  3.575
C  -4.644  3.681  1.848
H  -4.853  2.479  0.049
H  -4.765  4.220  -0.240
H  -2.492  2.404  0.687
H  -2.537  3.340  -0.804
H  -1.304  4.294  1.442
H  -2.172  5.399  0.350
H  -5.648  4.054  2.040
H  -4.451  2.797  2.453
C  0.987  8.167  -2.248
C  0.328  7.992  -3.620
C  -0.667  6.831  -3.507
S  -1.197  6.792  -1.793
O  -0.729  5.564  -1.197
O  -2.572  7.207  -1.708
C  -0.150  8.127  -1.233
H  1.548  9.099  -2.184
H  1.681  7.342  -2.064
H  -0.204  8.908  -3.887
H  1.065  7.802  -4.401
H  -1.535  6.979  -4.147
H  -0.196  5.876  -3.735
H  0.187  7.931  -0.216
H  -0.738  9.045  -1.264
C  -5.457  -1.552  5.899
C  -4.344  -0.520  6.112
C  -4.020  0.094  4.747
S  -5.526  -0.014  3.777
O  -5.299  -0.913  2.673
O  -6.069  1.310  3.583
C  -6.494  -0.867  5.015
H  -5.891  -1.880  6.843
H  -5.052  -2.430  5.389
H  -4.697  0.260  6.792
H  -3.458  -0.970  6.560
H  -3.724  1.139  4.833
H  -3.245  -0.470  4.228
H  -7.178  -1.564  4.533
H  -7.055  -0.117  5.573
C  0.982  -4.333  5.452
C  0.422  -5.181  4.304
C  -1.052  -4.794  4.125
S  -1.195  -3.092  4.679
O  -2.029  -3.058  5.855
O  -1.444  -2.239  3.544
C  0.510  -2.908  5.184
H  2.069  -4.391  5.504
H  0.579  -4.688  6.404
H  0.974  -4.961  3.386
H  0.527  -6.248  4.501
H  -1.364  -4.860  3.084
H  -1.704  -5.405  4.747
H  0.568  -2.263  6.059
H  1.057  -2.462  4.352

Mulliken atomic charge list, values in e, 99 entries:
1. C -0.15
2. C -0.39
3. N 0.74
4. C -0.53
5. C 0.63
6. C -0.82
7. C -0.91
8. C 0.61
9. C 0.21
10. C -0.50
11. C -0.39
12. C -0.28
13. N -0.64
14. C -0.36
15. C 0.40
16. S -0.13
17. S -0.43
18. C 0.41
19. C -0.19
20. C -1.70
21. C -0.49
22. C -0.30
23. Cl -0.19
24. C 0.27
25. S -0.17
26. C 0.01
27. C -0.21
28. C -1.17
29. C 0.50
30. S -0.15
31. C -0.20
32. H 0.45
33. H 0.34
34. H 0.54
35. H 0.46
36. H 0.30
37. H 0.34
38. H 0.42
39. H 0.15
40. H 0.30
41. H 0.49
42. H 0.50
43. H 0.37
44. H 0.37
45. H 0.10
46. H 0.18
47. H -0.50
48. H 0.66
49. H 0.34
50. H 0.35
51. H 0.29
52. H 0.05
53. C -0.76
54. C -0.40
55. C 0.09
56. S 1.10
57. O -0.67
58. O -0.71
59. C -0.17
60. H 0.36
61. H 0.36
62. H 0.27
63. H 0.15
64. H 0.44
65. H -0.37
66. H 0.49
67. H -0.18
68. C -0.57
69. C -0.59
70. C -0.73
71. S 1.29
72. O -0.67
73. O -0.74
74. C -0.77
75. H 0.35
76. H 0.29
77. H 0.30
78. H 0.31
79. H 0.36
80. H 0.36
81. H 0.39
82. H 0.39
83. C -0.53
84. C -0.72
85. C -0.27
86. S 1.14
87. O -0.65
88. O -0.65
89. C -0.74
90. H 0.39
91. H 0.21
92. H 0.35
93. H 0.34
94. H 0.30
95. H 0.13
96. H 0.41
97. H 0.34
98. C -0.69
99. C -0.12

=====

Here is a 6-piece molecular cluster, C46H54F5N4O6 overall in a non-equilibrium geometry from OMol25. Energies are from ωB97M-V/def2-TZVPD.

HOMO level (eV): -10.44
Energy relative to the best compared isomer or geometry (same formula, charge and spin) (kJ/mol): 1124.62
Charge: +1
LUMO energy (eV): -4.84

Positions of all 115 atoms, in Å:
C  -1.933  0.400  7.367
O  -0.670  1.166  7.138
C  0.485  0.210  7.149
C  1.082  0.030  5.607
C  0.126  0.582  4.365
C  0.749  0.400  2.845
C  -0.192  0.910  1.571
C  -0.165  2.547  1.490
O  -1.495  3.138  1.125
C  -2.002  2.514  -0.123
O  -3.222  1.959  -0.114
C  2.254  -0.300  2.641
C  2.743  -0.449  1.066
O  2.784  0.841  0.335
O  2.816  0.543  -0.959
N  3.091  -0.786  3.843
C  4.481  -1.407  3.592
C  4.425  -2.998  3.202
N  5.675  -3.278  2.341
N  3.198  -3.427  2.427
N  4.546  -3.929  4.407
C  2.570  -0.666  5.290
C  3.390  -1.206  6.614
C  4.517  -0.166  7.193
C  4.740  1.187  6.292
O  5.770  -0.970  7.379
H  -1.958  -0.102  8.446
H  -2.035  -0.482  6.576
H  -2.901  1.078  7.217
H  0.047  -0.804  7.536
H  1.318  0.637  7.890
H  -0.945  1.054  4.521
H  0.096  0.372  0.550
H  -1.302  0.546  1.803
H  0.198  2.983  2.540
H  0.603  2.922  0.661
H  -1.380  2.442  -1.133
H  1.886  -1.085  0.532
H  3.729  -1.065  0.927
H  1.936  0.165  -1.254
H  4.986  -0.809  2.690
H  5.209  -1.285  4.500
H  5.429  -4.150  1.792
H  6.470  -3.469  2.996
H  2.307  -3.122  2.876
H  3.247  -3.178  1.414
H  4.556  -4.905  4.017
H  3.634  -3.862  4.921
H  2.674  -1.480  7.529
H  3.919  -2.213  6.318
H  4.186  0.126  8.302
H  5.660  1.765  6.789
H  5.080  0.975  5.177
H  3.837  1.960  6.349
H  6.179  -1.046  6.466
F  -4.653  2.808  -5.707
C  -4.290  3.791  -4.873
C  -4.220  3.539  -3.507
C  -3.837  4.561  -2.639
C  -3.539  5.829  -3.145
C  -3.617  6.073  -4.517
C  -3.989  5.048  -5.386
H  -4.464  2.551  -3.131
H  -3.772  4.372  -1.570
H  -3.244  6.627  -2.467
H  -3.388  7.062  -4.909
H  -4.046  5.218  -6.456
F  -8.797  -1.214  3.210
C  -7.735  -0.589  2.683
C  -6.569  -0.473  3.431
C  -5.461  0.172  2.880
C  -5.537  0.705  1.591
C  -6.714  0.588  0.850
C  -7.817  -0.067  1.396
H  -6.531  -0.886  4.434
H  -4.542  0.261  3.454
H  -4.674  1.212  1.164
H  -6.771  1.007  -0.151
H  -8.737  -0.175  0.831
F  -1.017  2.052  -3.685
C  -0.978  1.307  -4.798
C  -1.927  1.514  -5.793
C  -1.883  0.742  -6.954
C  -0.897  -0.236  -7.102
C  0.048  -0.440  -6.095
C  0.011  0.340  -4.939
H  -2.690  2.273  -5.657
H  -2.615  0.901  -7.742
H  -0.866  -0.841  -8.006
H  0.812  -1.205  -6.211
H  0.743  0.201  -4.150
F  -1.518  -3.321  -6.658
C  -2.801  -3.600  -6.391
C  -3.220  -4.926  -6.362
C  -4.555  -5.217  -6.079
C  -5.458  -4.178  -5.839
C  -5.028  -2.851  -5.876
C  -3.691  -2.560  -6.148
H  -2.507  -5.719  -6.558
H  -4.891  -6.250  -6.045
H  -6.499  -4.406  -5.623
H  -5.733  -2.044  -5.694
H  -3.338  -1.535  -6.172
F  5.863  -2.435  -2.889
C  5.890  -1.179  -3.354
C  5.093  -0.209  -2.754
C  5.125  1.100  -3.235
C  5.946  1.423  -4.318
C  6.739  0.442  -4.916
C  6.715  -0.865  -4.428
H  4.456  -0.481  -1.919
H  4.512  1.866  -2.768
H  5.968  2.443  -4.696
H  7.374  0.695  -5.762
H  7.331  -1.637  -4.876

Mulliken atomic charge list, values in e, 99 entries:
1. C -0.63
2. O -0.38
3. C -0.54
4. C 0.19
5. C -0.37
6. C -0.20
7. C -0.33
8. C -0.37
9. O -0.35
10. C 0.22
11. O -0.54
12. C -0.23
13. C -0.38
14. O -0.25
15. O -0.19
16. N 0.68
17. C -0.73
18. C 0.69
19. N -0.70
20. N -0.55
21. N -0.62
22. C 0.40
23. C -0.55
24. C -0.05
25. C -0.88
26. O -0.53
27. H 0.29
28. H 0.29
29. H 0.26
30. H 0.35
31. H 0.16
32. H 0.38
33. H 0.19
34. H 0.39
35. H 0.34
36. H 0.26
37. H 0.38
38. H 0.36
39. H 0.26
40. H 0.33
41. H 0.43
42. H -0.30
43. H 0.31
44. H 0.32
45. H 0.28
46. H 0.24
47. H 0.33
48. H 0.26
49. H 0.42
50. H 0.08
51. H 0.32
52. H 0.36
53. H 0.15
54. H 0.28
55. H 0.38
56. F -0.34
57. C 0.11
58. C -0.17
59. C -0.40
60. C -0.65
61. C -0.38
62. C -0.35
63. H 0.47
64. H 0.50
65. H 0.39
66. H 0.38
67. H 0.43
68. F -0.30
69. C 0.14
70. C -0.41
71. C -0.48
72. C -0.13
73. C -0.60
74. C -0.33
75. H 0.40
76. H 0.43
77. H 0.56
78. H 0.41
79. H 0.41
80. F -0.22
81. C 0.35
82. C 0.22
83. C -0.77
84. C -0.47
85. C -0.62
86. C -0.31
87. H 0.12
88. H 0.41
89. H 0.39
90. H 0.42
91. H 0.46
92. F -0.25
93. C 0.16
94. C -0.42
95. C -0.45
96. C -0.43
97. C -0.57
98. C 0.14
99. H 0.41